Entry 1:
Formula: C6H8N4S
Source: the Open Molecules 2025 dataset
Level of theory: ωB97M-V/def2-TZVPD

Properties
LUMO energy (eV): 0.2
Energy relative to the best compared isomer or geometry (same formula, charge and spin) (kcal/mol): 67.1
HOMO energy (eV): -7.9
E (eV): -23143.3413
Net charge: 0
Kohn-Sham gap (eV): 8.18

Geometry (Å):
C: 0.655 -0.194 2.929
C: 1.246 1.003 2.978
C: 0.416 0.308 0.784
C: -0.238 1.794 -1.560
C: -0.846 -0.716 -1.070
C: -0.237 -2.036 -1.543
N: 0.299 -0.602 1.686
N: -1.175 1.174 -2.274
N: -1.572 0.035 -2.223
N: 0.179 0.113 -0.526
S: 1.160 1.837 1.487
H: 0.617 -0.977 3.663
H: 1.323 1.536 3.928
H: 0.689 2.219 -2.131
H: -0.670 2.658 -0.979
H: -1.603 -1.014 -0.303
H: -1.029 -2.624 -2.096
H: 0.136 -2.641 -0.558
H: 0.650 -1.875 -2.192

---

Entry 2:
Formula: C6H4
Source: the Open Molecules 2025 dataset
Level of theory: ωB97M-V/def2-TZVPD

Properties
SMILES: C#C/C=C\C#C
LUMO energy (eV): 0.1
Energy relative to the best compared isomer or geometry (same formula, charge and spin) (kcal/mol): 16.3
HOMO energy (eV): -8.7
E (eV): -6281.7703
Net charge: 0
Kohn-Sham gap (eV): 8.82

Geometry (Å):
C: 2.310 0.837 -0.031
C: 1.466 -0.043 -0.072
C: 0.464 -1.031 0.007
C: -0.870 -1.040 -0.041
C: -1.565 0.084 -0.157
C: -1.918 1.227 0.039
H: 2.985 1.669 -0.063
H: 0.879 -1.969 0.238
H: -1.480 -1.934 -0.026
H: -2.270 2.200 0.107

---

Entry 3:
Formula: C36H72O27
Source: the Open Molecules 2025 dataset
Level of theory: ωB97M-V/def2-TZVPD

Properties
SMILES: CCOC(=O)OC.CCOC(=O)OC.CCOC(=O)OC.CCOC(=O)OC.CCOC(=O)OC.CCOC(=O)OC.CCOC(=O)OC.CCOC(=O)OC.CCOC(=O)OC
LUMO energy (eV): 0.5
Energy relative to the best compared isomer or geometry (same formula, charge and spin) (kcal/mol): 494.9
HOMO energy (eV): -9.3
E (eV): -93762.9724
Net charge: 0
Kohn-Sham gap (eV): 9.85

Geometry (Å):
C: -1.035 0.836 1.776
C: -0.667 -0.656 1.835
O: -0.502 -1.108 0.466
C: 0.651 -1.153 -0.235
O: 1.741 -0.794 0.184
O: 0.440 -1.606 -1.533
C: 1.488 -1.764 -2.503
H: -1.978 1.014 1.260
H: -0.208 1.444 1.410
H: -1.226 1.215 2.781
H: -1.444 -1.353 2.147
H: 0.290 -0.799 2.337
H: 1.341 -2.653 -3.116
H: 2.484 -1.929 -2.091
H: 1.680 -0.956 -3.209
C: -2.137 0.431 -2.943
C: -2.221 1.907 -2.408
O: -1.387 1.935 -1.285
C: -1.175 3.123 -0.656
O: -1.741 4.171 -0.974
O: -0.394 2.892 0.380
C: 0.105 4.015 1.093
H: -1.187 0.337 -3.469
H: -2.928 0.438 -3.693
H: -2.170 -0.481 -2.348
H: -3.220 2.139 -2.041
H: -1.878 2.613 -3.164
H: -0.706 4.507 1.630
H: 0.576 4.660 0.351
H: 0.959 3.804 1.737
C: -1.487 -2.947 -0.083
C: -2.183 -1.940 -1.041
O: -3.594 -2.099 -1.098
C: -4.105 -2.851 -2.109
O: -3.494 -3.602 -2.900
O: -5.465 -2.847 -2.003
C: -6.322 -3.189 -3.123
H: -0.533 -3.331 -0.445
H: -2.079 -3.828 0.167
H: -1.228 -2.547 0.898
H: -1.636 -2.180 -1.954
H: -1.895 -0.913 -0.815
H: -7.403 -3.051 -3.101
H: -6.214 -4.273 -3.159
H: -5.927 -2.854 -4.082
C: 3.693 -3.668 -2.283
C: 2.552 -3.990 -1.246
O: 1.430 -4.465 -1.932
C: 0.453 -5.154 -1.313
O: 0.528 -5.657 -0.194
O: -0.560 -5.279 -2.170
C: -1.733 -5.860 -1.800
H: 4.533 -3.104 -1.878
H: 3.356 -3.148 -3.180
H: 4.119 -4.579 -2.704
H: 2.274 -3.111 -0.666
H: 2.899 -4.756 -0.552
H: -2.314 -6.092 -2.692
H: -2.378 -5.120 -1.325
H: -1.584 -6.796 -1.260
C: 1.141 1.990 -1.413
C: 2.318 1.128 -0.900
O: 3.496 1.584 -1.589
C: 3.852 1.135 -2.782
O: 3.144 0.369 -3.442
O: 5.094 1.568 -3.024
C: 5.592 1.445 -4.373
H: 1.281 3.029 -1.113
H: 0.209 1.620 -0.985
H: 0.977 1.938 -2.489
H: 2.123 0.065 -1.041
H: 2.471 1.121 0.179
H: 6.641 1.735 -4.431
H: 5.059 2.076 -5.084
H: 5.483 0.402 -4.673
C: -0.529 0.428 4.338
C: -1.298 1.237 5.377
O: -2.230 0.399 6.012
C: -2.956 0.875 6.947
O: -3.029 2.052 7.398
O: -3.636 -0.196 7.393
C: -4.630 -0.087 8.491
H: 0.115 1.055 3.721
H: -1.171 -0.100 3.633
H: 0.118 -0.289 4.845
H: -1.869 2.016 4.873
H: -0.668 1.823 6.047
H: -4.337 -0.601 9.407
H: -5.549 -0.523 8.100
H: -4.796 0.941 8.812
C: -0.567 -2.700 -3.631
C: 0.294 -3.807 -4.204
O: 1.290 -3.250 -5.069
C: 1.040 -3.363 -6.456
O: 0.022 -3.867 -6.963
O: 2.181 -2.917 -7.179
C: 2.143 -2.779 -8.596
H: -1.236 -2.469 -4.461
H: -0.036 -1.793 -3.344
H: -1.159 -3.029 -2.777
H: -0.330 -4.533 -4.724
H: 0.814 -4.402 -3.454
H: 1.418 -2.018 -8.887
H: 1.854 -3.773 -8.936
H: 3.079 -2.494 -9.076
C: -0.192 6.775 3.808
C: -0.029 5.210 3.916
O: -1.269 4.685 3.679
C: -1.532 3.353 3.345
O: -0.736 2.510 2.997
O: -2.878 3.255 3.232
C: -3.492 2.160 2.618
H: -0.702 7.059 2.888
H: 0.828 7.161 3.805
H: -0.840 7.065 4.635
H: 0.262 5.084 4.959
H: 0.680 4.826 3.182
H: -3.111 2.044 1.604
H: -4.582 2.163 2.642
H: -3.208 1.220 3.091
C: 1.645 0.608 2.043
C: 2.049 1.711 3.070
O: 3.254 2.319 2.720
C: 3.809 3.189 3.581
O: 3.304 3.646 4.587
O: 4.884 3.568 3.012
C: 5.612 4.653 3.412
H: 2.516 -0.029 1.882
H: 1.517 0.990 1.030
H: 0.812 0.029 2.442
H: 2.055 1.416 4.119
H: 1.277 2.481 3.056
H: 5.240 5.127 4.320
H: 5.729 5.433 2.659
H: 6.619 4.249 3.513

---

Entry 4:
Formula: C23H50N2O2P3Sn
Source: the Open Molecules 2025 dataset
Level of theory: ωB97M-V/def2-TZVPD

Properties
LUMO energy (spin up / spin down) (eV): -11.9 / -11.9
Energy relative to the best compared isomer or geometry (same formula, charge and spin) (kcal/mol): 0.0
HOMO energy (spin up / spin down) (eV): -17.5 / -17.5
E (eV): -65408.5752
Net charge: +3
Kohn-Sham gap (spin up / spin down) (eV): 5.62 / 5.60

Geometry (Å):
Sn: -0.008 -0.720 -0.971
P: -2.305 -0.282 -2.009
C: -1.980 -0.052 -3.781
C: -0.676 0.603 -4.134
N: 0.345 0.579 -3.240
C: 1.546 0.965 -3.612
C: 1.754 1.653 -4.799
C: 0.648 1.858 -5.643
C: -0.534 1.325 -5.267
C: 2.759 0.639 -2.752
P: 2.525 -0.847 -1.669
H: -1.470 1.474 -5.914
H: 2.787 2.011 -5.069
H: 0.786 2.427 -6.583
H: 3.624 0.455 -3.403
H: 3.026 1.498 -2.126
H: -1.873 -0.977 -4.189
H: -2.797 0.375 -4.221
H: -0.977 -2.789 -4.020
O: -1.756 -2.747 -4.464
H: -1.693 -2.687 -5.459
H: -0.205 -2.782 -1.905
O: -0.162 -3.254 -2.737
H: -0.070 -4.232 -2.825
C: 2.792 -2.215 -2.847
H: 3.750 -2.063 -3.375
H: 2.843 -3.143 -2.264
H: 1.960 -2.281 -3.560
C: 4.040 -0.839 -0.658
H: 4.058 -1.752 -0.058
H: 4.944 -0.837 -1.294
H: 4.076 0.041 0.005
C: -3.140 1.205 -1.375
H: -4.030 1.425 -1.984
H: -3.470 1.052 -0.340
H: -2.480 2.082 -1.409
C: -3.481 -1.659 -1.887
H: -3.703 -1.862 -0.836
H: -4.405 -1.375 -2.408
H: -3.050 -2.548 -2.371
C: 2.308 1.825 2.170
C: 0.837 2.025 2.603
C: 0.797 2.417 4.078
C: 0.267 3.167 1.726
P: -0.109 0.457 2.317
N: -0.093 0.425 0.685
C: 0.728 -1.111 2.929
C: 1.083 -1.001 4.403
C: -0.194 -2.315 2.667
C: 2.038 -1.379 2.143
C: -1.886 0.544 2.873
C: -2.763 -0.481 2.128
C: -1.975 0.301 4.390
C: -2.462 1.942 2.567
H: 2.797 2.814 2.153
H: 2.361 1.420 1.148
H: 2.886 1.202 2.872
H: 1.412 3.319 4.222
H: -0.219 2.659 4.418
H: 1.199 1.631 4.733
H: 0.030 2.805 0.723
H: -0.592 3.665 2.185
H: 1.048 3.937 1.625
H: 0.225 -0.747 5.022
H: 1.458 -1.974 4.731
H: 1.871 -0.265 4.585
H: -0.526 -2.384 1.618
H: 0.382 -3.223 2.897
H: -1.056 -2.327 3.343
H: 1.880 -1.336 1.047
H: 2.863 -0.698 2.417
H: 2.375 -2.405 2.382
H: -2.661 -1.488 2.528
H: -3.815 -0.182 2.225
H: -2.490 -0.521 1.061
H: -1.279 0.933 4.963
H: -2.994 0.539 4.727
H: -1.807 -0.751 4.649
H: -2.036 2.731 3.208
H: -2.348 2.203 1.501
H: -3.541 1.907 2.795

---

Number 1: strongest force on any atom 0.0759 hartree/bohr. Number 2: strongest force on any atom 0.1142 hartree/bohr. Number 3: strongest force on any atom 0.1633 hartree/bohr. Number 4: strongest force on any atom 0.1257 hartree/bohr.